(1)
{"formula": "C4H6N4", "method": "wB97M-V/def2-TZVPD", "elements": ["C", "C", "C", "C", "H", "H", "H", "H", "H", "H", "N", "N", "N", "N"], "coordinates": [[0.71845, -1.56783, 0.90804], [1.14446, -0.06693, -1.07683], [-0.87083, 1.11994, -0.33446], [-1.41641, -0.30131, 0.01716], [1.25560, -0.36524, 1.23384], [1.37752, -2.40667, 1.20382], [-0.63695, -1.40124, 1.14317], [1.83805, 0.41645, -2.00750], [0.95267, 2.05409, -1.03431], [-2.50400, 1.74958, 0.29847], [1.04431, -1.34325, -0.62655], [0.50419, 1.11813, -0.70040], [-1.40736, 2.12872, 0.22000], [-1.99972, -1.13444, 0.75554]], "forces_ev_per_angstrom": [[-0.1, 4.8, -0.8], [1.2, -2.1, -1.6], [2.5, -1.4, 2.2], [-5.0, -2.8, 3.6], [-1.6, -3.9, 0.3], [-0.7, 0.6, 0.0], [5.5, -2.1, 0.3], [-1.3, -2.8, 2.0], [-1.5, -2.4, 0.9], [3.4, 1.8, 0.3], [0.3, 4.5, -0.1], [-1.0, 1.0, 0.0], [-4.5, -1.7, -1.1], [2.9, 6.3, -6.0]], "e_above_lowest_kcal_mol": 181.3, "total_charge": 0, "max_force_ha_per_bohr": 0.1798, "gap_ev": 8.4}

(2)
{"formula": "C2H4N2S", "method": "wB97M-V/def2-TZVPD", "elements": ["C", "C", "N", "N", "S", "H", "H", "H", "H"], "coordinates": [[1.46508, -0.70823, 0.63110], [0.94223, 0.66475, -1.20688], [2.14750, -1.24744, 1.41767], [0.65041, 0.00747, -0.14879], [-2.67308, -0.45543, 0.47482], [0.17247, 1.19718, -1.65659], [-1.51458, -0.43964, 0.98022], [1.90283, 0.58347, -1.75024], [-3.09285, 0.39787, 1.25870]], "forces_ev_per_angstrom": [[1.9, -0.6, 0.9], [1.6, -2.2, 1.0], [-1.4, 0.8, -1.5], [-0.3, 0.7, -0.3], [-1.0, -2.6, -3.3], [-1.4, 1.0, -0.7], [2.2, 0.0, 0.9], [-0.3, 0.2, 0.6], [-1.4, 2.6, 2.4]], "e_above_lowest_kcal_mol": 39.9, "total_charge": 0, "smiles": "C=NC#N.S", "max_force_ha_per_bohr": 0.0835, "gap_ev": 9.1}

Repeat the first record exactly.
{"formula": "C4H6N4", "method": "wB97M-V/def2-TZVPD", "elements": ["C", "C", "C", "C", "H", "H", "H", "H", "H", "H", "N", "N", "N", "N"], "coordinates": [[0.71845, -1.56783, 0.90804], [1.14446, -0.06693, -1.07683], [-0.87083, 1.11994, -0.33446], [-1.41641, -0.30131, 0.01716], [1.25560, -0.36524, 1.23384], [1.37752, -2.40667, 1.20382], [-0.63695, -1.40124, 1.14317], [1.83805, 0.41645, -2.00750], [0.95267, 2.05409, -1.03431], [-2.50400, 1.74958, 0.29847], [1.04431, -1.34325, -0.62655], [0.50419, 1.11813, -0.70040], [-1.40736, 2.12872, 0.22000], [-1.99972, -1.13444, 0.75554]], "forces_ev_per_angstrom": [[-0.1, 4.8, -0.8], [1.2, -2.1, -1.6], [2.5, -1.4, 2.2], [-5.0, -2.8, 3.6], [-1.6, -3.9, 0.3], [-0.7, 0.6, 0.0], [5.5, -2.1, 0.3], [-1.3, -2.8, 2.0], [-1.5, -2.4, 0.9], [3.4, 1.8, 0.3], [0.3, 4.5, -0.1], [-1.0, 1.0, 0.0], [-4.5, -1.7, -1.1], [2.9, 6.3, -6.0]], "e_above_lowest_kcal_mol": 181.3, "total_charge": 0, "max_force_ha_per_bohr": 0.1798, "gap_ev": 8.4}

Number 2 is which compound? C2H4N2S